Record 1
C54H111F2HfN4O25S6 | wB97M-V/def2-TZVPD

LUMO energy: -7.6 eV
highest occupied orbital energy: -0.399 hartree
orbital gap: 3.3 eV
strongest force on any atom: 9.8 eV/A
ΔE to the lowest compared entry with this formula, charge and spin: 16.798 eV
net charge: +1

Geometry (Å):
Hf1 1.581 5.760 0.173
C1 3.496 -0.549 2.089
C2 3.003 0.029 0.700
C3 2.952 -1.071 -0.324
C4 1.747 -1.987 -0.331
C5 0.490 -1.152 -0.341
C6 0.422 -0.120 0.771
N1 1.666 0.667 0.703
O1 1.642 2.005 1.386
C7 0.179 -0.825 2.139
C8 -0.844 0.643 0.339
C9 4.065 0.989 0.082
H1 4.543 -0.347 2.312
H2 3.371 -1.632 2.060
H3 2.938 -0.216 2.964
H4 3.904 -1.597 -0.250
H5 2.997 -0.729 -1.358
H6 1.725 -2.646 0.537
H7 1.619 -2.633 -1.199
H8 -0.364 -1.828 -0.294
H9 0.359 -0.739 -1.341
H10 1.094 -1.270 2.530
H11 -0.568 -1.596 1.950
H12 -0.163 -0.254 3.002
H13 -0.772 1.239 -0.571
H14 -1.061 1.402 1.091
H15 -1.640 -0.026 0.014
H16 4.106 1.965 0.565
H17 4.043 1.214 -0.984
H18 5.027 0.487 0.191
F1 4.412 6.008 -1.198
F2 -1.350 5.604 -0.687
C10 1.684 2.332 -4.872
C11 2.341 3.560 -4.260
O2 1.868 3.955 -3.210
N2 3.382 4.109 -4.774
C12 4.050 3.657 -5.948
H19 2.119 1.414 -5.268
H20 1.266 2.802 -5.763
H21 0.843 2.070 -4.229
H22 3.820 4.849 -4.244
H23 4.082 4.323 -6.810
H24 3.851 2.651 -6.316
H25 5.044 3.363 -5.611
C13 -0.899 7.759 5.099
C14 -0.558 6.406 4.585
O3 -0.220 6.224 3.437
N3 -0.533 5.477 5.515
C15 -0.546 4.038 5.419
H26 -1.950 7.780 4.811
H27 -0.549 8.711 4.699
H28 -0.961 7.835 6.185
H29 -0.127 5.865 6.355
H30 0.488 3.694 5.427
H31 -1.124 3.689 4.563
H32 -1.084 3.653 6.286
C16 6.103 7.043 3.337
C17 5.162 5.899 3.624
O4 4.143 5.776 2.984
N4 5.653 5.120 4.560
C18 5.037 3.823 5.009
H33 6.007 8.004 3.842
H34 6.066 7.099 2.249
H35 7.165 6.832 3.462
H36 6.458 5.441 5.079
H37 4.585 3.881 5.999
H38 5.878 3.131 4.963
H39 4.223 3.321 4.487
C19 -4.723 0.364 -9.977
C20 -3.569 1.163 -9.527
O5 -3.539 1.289 -8.152
C21 -4.248 2.097 -7.481
O6 -5.225 2.724 -7.938
O7 -3.658 2.113 -6.185
C22 -4.129 2.967 -5.136
H40 -5.673 0.870 -9.802
H41 -4.761 -0.635 -9.543
H42 -4.665 0.254 -11.060
H43 -3.802 2.113 -10.008
H44 -2.530 1.017 -9.826
H45 -3.513 3.025 -4.238
H46 -5.156 2.651 -4.954
H47 -4.355 3.986 -5.449
C23 -11.662 2.344 -4.527
C24 -10.647 1.272 -4.894
O8 -9.452 1.269 -4.148
C25 -9.031 0.208 -3.565
O9 -9.515 -0.899 -3.595
O10 -8.029 0.667 -2.741
C26 -7.394 -0.272 -1.916
H48 -11.306 3.332 -4.818
H49 -11.846 2.502 -3.464
H50 -12.635 2.200 -4.997
H51 -10.208 1.612 -5.832
H52 -11.054 0.270 -5.029
H53 -6.601 -0.640 -2.567
H54 -7.973 -1.132 -1.580
H55 -6.887 0.249 -1.103
C27 4.644 -5.263 -6.537
C28 3.408 -4.448 -6.972
O11 3.663 -3.160 -7.597
C29 3.130 -2.935 -8.814
O12 2.477 -3.758 -9.553
O13 3.544 -1.676 -9.149
C30 3.192 -1.283 -10.455
H56 5.247 -5.568 -7.392
H57 4.386 -6.224 -6.091
H58 5.187 -4.732 -5.756
H59 2.863 -4.118 -6.087
H60 2.679 -5.051 -7.513
H61 2.313 -0.639 -10.448
H62 2.943 -2.114 -11.115
H63 4.000 -0.709 -10.909
C31 -8.493 6.182 0.061
C32 -7.616 5.036 -0.420
C33 -6.217 5.542 -0.012
S1 -6.125 7.319 -0.506
O14 -5.506 7.123 -1.850
O15 -5.474 8.129 0.571
C34 -7.960 7.518 -0.491
H64 -8.729 6.111 1.123
H65 -9.503 6.071 -0.332
H66 -7.700 4.801 -1.481
H67 -7.945 4.175 0.161
H68 -5.302 4.968 -0.156
H69 -6.167 5.565 1.077
H70 -8.366 7.745 -1.477
H71 -8.159 8.488 -0.036
C35 -6.559 -6.911 -0.616
C36 -5.604 -7.220 0.618
C37 -4.114 -6.972 0.093
S2 -4.121 -5.532 -1.003
O16 -3.088 -5.730 -2.044
O17 -4.246 -4.368 -0.172
C38 -5.838 -5.984 -1.612
H72 -7.362 -6.296 -0.209
H73 -6.955 -7.782 -1.138
H74 -5.715 -8.201 1.079
H75 -5.715 -6.351 1.268
H76 -3.798 -7.910 -0.365
H77 -3.351 -6.853 0.862
H78 -5.572 -6.594 -2.476
H79 -6.396 -5.147 -2.032
C39 4.853 -7.045 3.141
C40 6.288 -7.527 3.073
C41 6.380 -8.591 1.925
S3 5.374 -7.737 0.577
O18 4.365 -8.667 0.077
O19 6.288 -7.040 -0.325
C42 4.479 -6.478 1.771
H80 4.889 -6.153 3.767
H81 4.214 -7.861 3.476
H82 6.609 -8.037 3.981
H83 7.034 -6.782 2.797
H84 5.966 -9.578 2.131
H85 7.355 -8.790 1.478
H86 3.437 -6.462 1.449
H87 4.905 -5.476 1.789
C43 8.855 -1.843 0.539
C44 9.546 -0.676 1.242
C45 10.876 -0.524 0.367
S4 11.620 -2.204 -0.072
O20 12.534 -2.644 0.982
O21 11.889 -2.243 -1.546
C46 9.923 -2.986 0.363
H88 8.382 -1.492 -0.378
H89 8.069 -1.999 1.277
H90 9.709 -0.948 2.285
H91 9.019 0.252 1.020
H92 11.722 -0.051 0.866
H93 10.699 -0.026 -0.586
H94 10.052 -3.516 1.307
H95 9.598 -3.671 -0.420
C47 5.142 -1.805 7.590
C48 4.083 -2.727 7.994
C49 2.964 -1.902 8.645
S5 3.920 -0.625 9.588
O22 4.021 -1.134 10.941
O23 3.224 0.587 9.318
C50 5.580 -0.970 8.715
H96 4.872 -1.235 6.701
H97 5.803 -2.526 7.109
H98 4.598 -3.407 8.672
H99 3.656 -3.366 7.221
H100 2.385 -2.403 9.420
H101 2.261 -1.335 8.034
H102 6.158 -1.418 9.523
H103 5.944 0.024 8.452
C51 -6.585 -1.652 5.099
C52 -7.633 -1.117 4.186
C53 -8.203 0.130 4.869
S6 -6.916 1.096 5.777
O24 -7.106 1.252 7.221
O25 -6.391 2.142 4.910
C54 -5.782 -0.395 5.510
H104 -5.973 -2.289 4.461
H105 -6.963 -2.224 5.947
H106 -8.375 -1.850 3.870
H107 -7.121 -0.677 3.331
H108 -8.964 -0.115 5.610
H109 -8.922 0.755 4.340
H110 -5.161 -0.430 6.405
H111 -5.028 -0.185 4.752


Record 2
C23H61N5O11 | wB97M-V/def2-TZVPD

LUMO energy: 0.6 eV
highest occupied orbital energy: -0.309 hartree
SMILES: COCCNCCOC.COCCNCCOC.COCCNCCOC.NC(N)=O.OCCO.OCCO
orbital gap: 9.0 eV
strongest force on any atom: 1.6 eV/A
ΔE to the lowest compared entry with this formula, charge and spin: 0.000 eV
net charge: 0

Geometry (Å):
C1 -13.879 -16.302 25.176
O1 -12.764 -15.743 25.265
N1 -14.398 -17.005 26.231
N2 -14.651 -16.215 24.042
H1 -15.378 -17.233 26.222
H2 -13.858 -17.003 27.095
H3 -14.415 -15.430 23.439
H4 -15.619 -16.500 24.088
C2 -17.978 -18.990 19.649
O2 -18.389 -17.739 20.146
C3 -17.656 -17.291 21.249
C4 -17.824 -18.154 22.499
N3 -17.439 -17.404 23.698
C5 -18.461 -16.515 24.174
C6 -17.889 -15.610 25.254
O3 -17.344 -16.427 26.259
C7 -16.957 -15.697 27.407
H5 -18.744 -19.385 18.983
H6 -17.858 -19.722 20.454
H7 -17.050 -18.907 19.069
H8 -17.934 -16.254 21.427
H9 -16.579 -17.250 21.006
H10 -17.201 -19.040 22.423
H11 -18.888 -18.424 22.571
H12 -17.210 -18.082 24.417
H13 -19.377 -16.959 24.592
H14 -18.740 -15.876 23.333
H15 -18.699 -14.974 25.635
H16 -17.115 -14.958 24.822
H17 -16.198 -14.945 27.153
H18 -16.521 -16.424 28.085
H19 -17.807 -15.159 27.836
C8 -13.517 -18.373 29.253
O4 -12.782 -17.322 28.689
C9 -11.383 -17.477 28.902
C10 -10.632 -16.255 28.478
N4 -10.468 -16.256 26.995
C11 -9.528 -15.228 26.531
C12 -8.149 -15.291 27.119
O5 -8.095 -14.665 28.381
C13 -6.815 -14.363 28.820
H20 -13.336 -19.319 28.721
H21 -14.578 -18.151 29.145
H22 -13.261 -18.510 30.308
H23 -11.022 -18.349 28.340
H24 -11.188 -17.695 29.964
H25 -9.639 -16.301 28.915
H26 -11.157 -15.361 28.835
H27 -11.380 -15.912 26.675
H28 -9.896 -14.194 26.639
H29 -9.411 -15.395 25.458
H30 -7.488 -14.751 26.426
H31 -7.797 -16.328 27.193
H32 -6.627 -13.284 28.808
H33 -6.027 -14.815 28.198
H34 -6.652 -14.754 29.828
C14 -16.546 -14.992 18.458
O6 -17.155 -14.218 19.438
C15 -16.308 -13.971 20.530
C16 -17.048 -13.217 21.566
N5 -17.521 -11.943 21.020
C17 -17.937 -11.049 22.085
C18 -18.518 -9.773 21.524
O7 -19.011 -8.990 22.572
C19 -19.819 -7.946 22.097
H35 -16.215 -15.958 18.854
H36 -15.743 -14.446 17.949
H37 -17.288 -15.224 17.688
H38 -15.406 -13.412 20.250
H39 -15.956 -14.912 20.990
H40 -16.398 -13.013 22.415
H41 -17.924 -13.783 21.920
H42 -18.323 -12.135 20.429
H43 -17.064 -10.792 22.692
H44 -18.697 -11.489 22.755
H45 -19.329 -10.054 20.828
H46 -17.756 -9.243 20.937
H47 -20.095 -7.306 22.936
H48 -20.774 -8.305 21.688
H49 -19.284 -7.365 21.339
C20 -14.429 -13.112 26.392
C21 -13.911 -11.868 25.708
O8 -12.937 -12.289 24.740
O9 -13.449 -13.782 27.142
H50 -14.872 -13.770 25.621
H51 -15.276 -12.858 27.035
H52 -13.425 -11.213 26.435
H53 -14.736 -11.331 25.228
H54 -12.206 -11.668 24.708
H55 -12.802 -14.137 26.519
C22 -11.633 -14.928 22.064
C23 -12.670 -13.862 21.767
O10 -13.757 -13.929 22.692
O11 -11.055 -14.715 23.335
H56 -10.842 -14.891 21.316
H57 -12.112 -15.917 22.056
H58 -13.048 -13.958 20.746
H59 -12.175 -12.891 21.879
H60 -13.491 -13.363 23.432
H61 -11.719 -14.976 24.006


Record 3
C2H4ClPS2 | wB97M-V/def2-TZVPD

LUMO energy: 0.4 eV
highest occupied orbital energy: -0.339 hartree
orbital gap: 9.6 eV
strongest force on any atom: 2.6 eV/A
ΔE to the lowest compared entry with this formula, charge and spin: 0.426 eV
net charge: 0

Geometry (Å):
C1 -0.038 0.044 1.253
C2 -0.013 0.008 -1.203
P1 1.341 0.036 0.045
S1 2.631 -1.359 0.001
S2 -1.362 0.517 -0.010
Cl1 2.342 1.827 -0.045
H1 0.034 -1.138 1.284
H2 -0.103 0.406 2.341
H3 0.160 0.851 -1.898
H4 -0.201 -0.841 -1.821


Record 4
C4H12NP | wB97M-V/def2-TZVPD

LUMO energy: 1.1 eV
highest occupied orbital energy: -0.295 hartree
SMILES: CC(C)N(C)P
orbital gap: 9.1 eV
strongest force on any atom: 5.4 eV/A
ΔE to the lowest compared entry with this formula, charge and spin: 2.754 eV
net charge: 0

Geometry (Å):
C1 1.273 -1.422 -0.537
C2 0.290 -0.495 1.643
C3 -0.648 2.002 -0.086
C4 0.803 -0.173 0.247
N1 -0.298 0.413 -0.585
P1 -1.673 -0.577 -0.969
H1 0.375 -1.752 -1.027
H2 2.108 -1.223 -1.250
H3 1.537 -2.195 0.166
H4 0.233 0.486 2.297
H5 0.994 -1.274 1.979
H6 -0.645 -0.949 1.559
H7 -0.905 2.538 -1.063
H8 -1.482 2.147 0.600
H9 0.353 2.244 0.060
H10 1.708 0.475 0.377
H11 -1.495 -0.672 -2.410
H12 -2.527 0.427 -1.001


Record 5
C51H78AgGeN5P3 | wB97M-V/def2-TZVPD

LUMO energy (spin up / spin down): 0.6 / -2.0 eV
highest occupied orbital energy (spin up / spin down): -0.226 / -0.217 hartree
orbital gap (spin up / spin down): 6.8 / 3.9 eV
multiplicity: 2
strongest force on any atom: 2.1 eV/A
net charge: 0

Geometry (Å):
Ag1 0.560 1.175 -0.367
C1 -0.090 1.949 -4.961
C2 -0.206 0.500 -4.493
C3 0.074 -0.450 -5.664
P1 0.840 0.290 -2.946
C4 0.255 -1.367 -2.354
N1 -1.082 -1.365 -1.829
Ge1 -1.310 -0.654 0.275
N2 -2.859 0.569 0.499
C5 -2.627 1.925 0.901
P2 -1.437 2.921 -0.122
C6 -2.413 3.279 -1.685
C7 -3.659 4.148 -1.536
C8 -2.772 1.958 -2.362
C9 -1.496 4.587 0.777
C10 -0.230 4.753 1.615
C11 -2.714 4.884 1.655
C12 -4.117 0.141 0.228
C13 -5.261 0.955 0.256
C14 -6.518 0.463 -0.013
C15 -6.680 -0.869 -0.329
C16 -5.566 -1.691 -0.360
C17 -4.294 -1.220 -0.093
N3 -3.112 -2.072 -0.098
C18 -2.991 -2.736 -1.388
C19 -3.850 -3.720 -1.853
C20 -3.743 -4.286 -3.113
C21 -2.726 -3.880 -3.953
C22 -1.839 -2.928 -3.513
C23 -1.936 -2.327 -2.242
C24 -3.133 -2.961 1.056
C25 -4.044 -3.989 1.219
C26 -4.009 -4.853 2.301
C27 -3.058 -4.661 3.281
C28 -2.182 -3.605 3.180
C29 -2.194 -2.725 2.084
N4 -1.349 -1.664 2.000
C30 -0.359 -1.579 3.050
P3 0.992 -0.298 2.895
C31 0.533 0.856 4.329
C32 -0.796 1.505 3.982
C33 0.483 0.290 5.747
C34 2.351 -1.235 3.818
C35 3.564 -0.321 3.970
C36 2.830 -2.535 3.187
C37 2.510 -0.082 -3.744
C38 3.057 -1.489 -3.542
C39 3.514 0.951 -3.245
H1 -0.747 2.133 -5.811
H2 0.932 2.169 -5.266
H3 -0.350 2.631 -4.155
H4 -1.227 0.317 -4.140
H5 0.847 -0.053 -6.322
H6 -0.836 -0.564 -6.254
H7 0.385 -1.440 -5.335
H8 0.963 -1.611 -1.556
H9 0.386 -2.110 -3.143
H10 -2.209 1.928 1.911
H11 -3.551 2.501 0.936
H12 -1.694 3.817 -2.321
H13 -4.401 3.659 -0.910
H14 -4.110 4.296 -2.518
H15 -3.428 5.127 -1.123
H16 -3.642 1.509 -1.889
H17 -1.947 1.249 -2.290
H18 -3.007 2.119 -3.413
H19 -1.451 5.328 -0.032
H20 -0.227 4.053 2.447
H21 -0.180 5.761 2.026
H22 0.657 4.582 1.012
H23 -2.734 4.234 2.528
H24 -3.655 4.782 1.124
H25 -2.647 5.913 2.012
H26 -5.192 2.000 0.511
H27 -7.368 1.127 0.031
H28 -7.654 -1.279 -0.541
H29 -5.742 -2.718 -0.613
H30 -4.650 -4.111 -1.255
H31 -4.454 -5.036 -3.423
H32 -2.620 -4.299 -4.943
H33 -1.078 -2.600 -4.201
H34 -4.833 -4.161 0.514
H35 -4.728 -5.654 2.369
H36 -3.002 -5.316 4.136
H37 -1.485 -3.457 3.987
H38 0.162 -2.542 3.136
H39 -0.876 -1.396 4.004
H40 1.302 1.637 4.299
H41 -1.604 0.776 4.014
H42 -0.723 1.911 2.977
H43 -1.034 2.315 4.671
H44 -0.098 -0.630 5.796
H45 -0.001 1.016 6.402
H46 1.476 0.102 6.149
H47 1.932 -1.476 4.798
H48 3.932 -0.051 2.983
H49 4.363 -0.839 4.498
H50 3.329 0.589 4.515
H51 3.466 -2.317 2.337
H52 2.022 -3.186 2.865
H53 3.423 -3.084 3.917
H54 2.365 0.089 -4.815
H55 3.205 -1.697 -2.486
H56 4.018 -1.576 -4.050
H57 2.402 -2.246 -3.966
H58 3.720 0.774 -2.195
H59 3.103 1.952 -3.353
H60 4.444 0.897 -3.807
C40 6.765 -1.917 -0.173
C41 5.292 -1.639 -0.083
C42 4.381 -2.683 -0.166
C43 3.018 -2.422 -0.040
C44 2.051 -3.569 -0.070
C45 2.601 -1.121 0.121
C46 3.481 0.002 0.137
C47 4.859 -0.337 0.085
N5 2.887 1.204 0.159
C48 3.479 2.501 0.450
C49 2.988 2.875 1.861
C50 5.004 2.679 0.403
C51 2.897 3.501 -0.567
H61 6.948 -2.987 -0.240
H62 7.283 -1.531 0.704
H63 7.186 -1.435 -1.056
H64 4.720 -3.698 -0.298
H65 2.354 -4.334 0.642
H66 2.046 -4.029 -1.058
H67 1.038 -3.252 0.171
H68 1.552 -0.903 0.265
H69 5.626 0.410 0.134
H70 3.466 2.240 2.599
H71 1.912 2.711 1.919
H72 3.218 3.912 2.085
H73 5.496 2.120 1.192
H74 5.232 3.732 0.557
H75 5.405 2.392 -0.566
H76 1.819 3.313 -0.674
H77 3.371 3.357 -1.534
H78 3.065 4.525 -0.241


Record 6
C5H9N2 | wB97M-V/def2-TZVPD

LUMO energy (spin up / spin down): -3.1 / -6.8 eV
highest occupied orbital energy (spin up / spin down): -0.358 / -0.526 hartree
orbital gap (spin up / spin down): 6.6 / 7.5 eV
multiplicity: 3
strongest force on any atom: 8.7 eV/A
ΔE to the lowest compared entry with this formula, charge and spin: 1.678 eV
net charge: +1

Geometry (Å):
C1 -2.237 -0.174 0.003
C2 -1.699 1.083 -0.062
C3 0.666 0.971 0.309
C4 2.553 -0.503 -0.407
C5 1.580 0.173 0.630
N1 -1.676 -1.379 0.137
N2 -0.354 1.547 -0.068
H1 -3.259 -0.208 -0.106
H2 -2.377 1.775 -0.463
H3 -2.273 -2.205 -0.164
H4 3.546 -0.226 -0.221
H5 2.114 -0.494 -1.325
H6 2.488 -1.570 0.024
H7 1.791 0.096 1.626
H8 -0.643 -1.385 0.338
H9 -0.219 2.498 -0.251